1.
Density functional theory data (ωB97M-V/def2-TZVPD) for a single C10H10N4 molecule.

Properties
E_LUMO (alpha / beta)	-1.02 / -0.81	eV
total charge	0
spin multiplicity	1
relative energy (zero: lowest compared OMol25 entry of this formula, charge and spin)	5.7925	eV
gap between HOMO and LUMO (alpha / beta)	7.48 / 6.87	eV
HOMO energy (alpha / beta)	-8.494 / -7.685	eV

The geometry in XYZ format:
```
24
C10H10N4, DFT ωB97M-V/def2-TZVPD
C -3.78 -0.79 0.46
C -3.13 0.24 1.08
C -3.19 -1.51 -0.60
C -1.84 0.69 0.65
C -1.95 -1.15 -0.98
C 3.50 0.40 -0.65
C 3.35 -0.57 1.29
C -1.23 0.00 -0.43
C 0.89 1.50 -0.43
C 0.05 0.35 -0.91
N 4.58 -0.31 -0.43
N 4.44 -1.00 0.78
N 2.69 0.31 0.45
N 1.66 0.93 0.77
H -4.82 -1.11 0.79
H -3.55 0.84 1.91
H -3.72 -2.42 -0.79
H -1.36 1.40 1.20
H -1.49 -1.61 -1.86
H 3.31 0.85 -1.61
H 2.94 -0.75 2.25
H 1.78 1.63 -1.16
H 0.38 2.40 -0.18
H 0.49 -0.33 -1.61
```

These are the natural (NBO) partial charges, in e, on atoms 1 to 4: -0.2001 -0.2163 -0.2133 -0.1698

2.
Density functional theory data (ωB97M-V/def2-TZVPD) for a single C4H6FNO molecule.

Properties
E_LUMO	0.78	eV
total charge	0
structure (SMILES)	C=C(F)CC(N)=O
spin multiplicity	1
relative energy (zero: lowest compared OMol25 entry of this formula, charge and spin)	2.0067	eV
gap between HOMO and LUMO	10.73	eV
HOMO energy	-9.949	eV

The geometry in XYZ format:
```
13
C4H6FNO, DFT ωB97M-V/def2-TZVPD
C 2.06 1.15 0.19
C 1.31 0.12 0.11
F 1.40 -1.04 0.74
C -0.35 0.20 -0.79
C -1.44 -0.05 0.11
N -1.83 -1.35 0.27
O -2.13 0.84 0.50
H 3.07 1.28 0.53
H 1.57 2.01 -0.26
H -0.01 -0.61 -1.42
H -0.18 1.26 -1.25
H -1.19 -2.15 0.13
H -2.26 -1.66 1.14
```

These are the natural (NBO) partial charges, in e, on atoms 1 to 4: -0.5500 0.4655 -0.3315 -0.5095